1.
Entry from OMol25: C48H45AsBrN2O4PbS2 as an isolated structure (ωB97M-V/def2-TZVPD).

The calculation puts the highest occupied orbital energy (alpha / beta) at -0.5660 / -0.5660 Eh. The orbital gap (alpha / beta) comes out at 5.284 / 5.447 eV. The relative energy (zero: lowest compared OMol25 entry of this formula, charge and spin) is 0.000 eV. Its total charge is +3.

Structure (XYZ):
```
104
C48H45AsBrN2O4PbS2 (ωB97M-V/def2-TZVPD)
Pb -0.10928 -0.38918 -0.66143
C -0.79432 0.77256 2.91624
O 0.31003 0.59250 1.99147
C 1.55226 0.57447 2.45704
C 1.90703 0.71319 3.77728
C 3.26127 0.69196 4.10710
Br 3.76800 0.86276 5.87010
C 4.27041 0.54585 3.12484
C 3.95129 0.39402 1.80643
C 2.56016 0.37052 1.40538
O 2.20245 0.20774 0.21758
C 4.99461 0.25954 0.79051
N 4.78762 0.10180 -0.51478
C 6.00441 0.01859 -1.18772
C 6.31687 -0.14315 -2.53420
C 7.65833 -0.18315 -2.84453
C 8.65507 -0.06584 -1.85474
C 8.34285 0.09505 -0.52294
C 6.98736 0.13342 -0.21508
N 6.31366 0.28294 0.99890
H -0.68311 1.71807 3.44505
H -0.82975 -0.05882 3.61852
H -1.69031 0.79498 2.30209
H 1.16931 0.83393 4.55691
H 5.29915 0.56292 3.45867
H 3.84880 0.07190 -0.89036
H 5.55361 -0.23875 -3.29525
H 7.95809 -0.31095 -3.87611
H 9.69456 -0.10463 -2.15137
H 9.10972 0.18426 0.23484
H 6.76492 0.37995 1.89438
S 0.82171 0.35765 -3.21797
C 0.36842 1.95041 -3.58047
C 0.45226 2.31764 -4.95635
C 0.19918 3.60817 -5.34955
C -0.11420 4.56833 -4.38758
C -0.21154 4.22538 -3.03058
C -0.00031 2.93354 -2.60909
As -0.12872 2.49735 -0.71026
C 1.53909 3.28545 -0.09874
C 1.69816 3.92300 1.12739
C 2.95664 4.36722 1.52476
C 4.05734 4.17908 0.70298
C 3.90254 3.54202 -0.52311
C 2.65089 3.09268 -0.92035
C -1.64664 3.54588 -0.12721
C -2.66704 3.81809 -1.03639
C -3.78129 4.54125 -0.63506
C -3.89322 4.98210 0.67753
C -2.90602 4.66660 1.59615
C -1.78792 3.94334 1.19832
H 0.72514 1.56160 -5.68076
H 0.25886 3.88110 -6.39445
H -0.27991 5.59513 -4.68822
H -0.45787 4.99511 -2.31056
H 0.85837 4.10521 1.77677
H 3.06742 4.88497 2.46900
H 5.02837 4.55217 1.00398
H 4.75329 3.42289 -1.18358
H 2.54133 2.60945 -1.88492
H -2.60116 3.47647 -2.06081
H -4.56181 4.76492 -1.35098
H -4.75451 5.56255 0.98275
H -3.00119 4.98445 2.62640
H -1.04704 3.68535 1.93958
C -1.89528 -4.37057 0.15746
C -0.55448 -4.27138 0.84042
O 0.19489 -3.17946 0.27320
C 1.60277 -3.41079 0.27888
C 2.21199 -3.34528 1.66629
H -2.44458 -5.22062 0.56329
H -1.77254 -4.52661 -0.91490
H -2.49181 -3.47008 0.31804
H 0.00881 -5.19702 0.69622
H -0.66775 -4.11083 1.91496
H 2.03700 -2.63729 -0.36471
H 1.81677 -4.37602 -0.18732
H 2.02990 -2.37079 2.13227
H 3.29017 -3.51016 1.60934
H 1.79782 -4.11291 2.31918
O -2.42130 0.39684 -0.27526
S -3.47121 -0.68752 0.03784
C -4.33147 -0.08936 1.45528
C -4.76605 -1.02551 2.38450
C -5.45708 -0.57936 3.50414
C -5.67746 0.77979 3.68302
C -5.21688 1.70315 2.74783
C -4.54102 1.27346 1.61885
C -4.70658 -0.52299 -1.22110
C -5.69862 -1.49384 -1.28147
C -6.66532 -1.39446 -2.26924
C -6.61998 -0.34758 -3.18278
C -5.61442 0.60638 -3.11242
C -4.64165 0.52399 -2.12436
H -4.57804 -2.08360 2.23544
H -5.82006 -1.29018 4.23472
H -6.21451 1.12516 4.55682
H -5.40027 2.75995 2.89464
H -4.18659 1.97585 0.87385
H -5.72496 -2.30960 -0.56679
H -7.45178 -2.13470 -2.32908
H -7.37392 -0.27760 -3.95587
H -5.59108 1.41963 -3.82625
H -3.85281 1.26046 -2.04367
```

=====

2.
Entry from OMol25: C35H57HgO3PSi2 as an isolated structure (ωB97M-V/def2-TZVPD).

The calculation puts the highest occupied orbital energy (alpha / beta) at -0.1877 / -0.1881 Eh. The orbital gap (alpha / beta) comes out at 4.966 / 4.975 eV. Its total charge is 0.

Structure (XYZ):
```
99
C35H57HgO3PSi2 (ωB97M-V/def2-TZVPD)
O 2.04607 1.74601 -1.96835
O 1.49259 0.51954 -3.97157
C 1.58098 3.15591 -2.17389
C 2.01758 4.04570 -1.04021
H 0.49068 3.08504 -2.23877
H 1.98174 3.48460 -3.14208
H 1.61133 3.71198 -0.07844
H 1.61799 5.04467 -1.24055
H 3.10594 4.13275 -0.95921
C 3.54629 1.57288 -1.98936
C 4.15926 2.15560 -3.23444
H 3.69086 0.48926 -1.90258
H 3.87920 2.05709 -1.06513
H 3.65000 1.80525 -4.14130
H 5.20297 1.83451 -3.30784
H 4.14822 3.24941 -3.19185
C 1.82484 -0.89577 -4.03883
C 0.58123 1.08491 -4.95336
C 3.14296 -1.08572 -4.73938
H 0.99721 -1.40136 -4.55203
H 1.86946 -1.24258 -2.99746
H 3.10424 -0.71471 -5.76847
H 3.37906 -2.15038 -4.76704
H 3.94962 -0.56808 -4.20770
C 1.26546 1.25615 -6.28595
H 0.26074 2.04684 -4.53329
H -0.28712 0.41594 -5.01453
H 2.23552 1.76282 -6.19014
H 0.62381 1.86994 -6.92114
H 1.41323 0.28909 -6.77839
H 1.66832 1.13562 -2.81374
Hg 0.26079 -0.17816 0.53629
C -0.88602 0.41993 -1.17705
Si -2.67368 0.15790 -1.67177
H -0.71267 1.51078 -1.13010
H -0.26548 0.07059 -2.02334
C -3.08612 1.67606 -2.71076
C -4.05934 -0.02803 -0.41258
C -2.70997 -1.37677 -2.74803
C 1.90620 0.70085 1.62899
Si 3.38590 -0.42580 1.79018
H 1.56606 1.03222 2.61610
H 2.19253 1.60962 1.07462
C 5.00643 0.45442 1.40951
C 3.32229 -1.78063 0.47394
C 3.45341 -1.13704 3.52644
H -1.79431 -1.44010 -3.34523
H -3.57135 -1.31843 -3.42339
H -2.78909 -2.28349 -2.13902
H -2.83666 2.59169 -2.16053
H -4.15635 1.67873 -2.94994
H -2.49045 1.65966 -3.63235
H -4.00554 0.63485 0.45325
H -4.13955 -1.04708 -0.02264
H -4.99785 0.20337 -0.93612
H 4.14317 -1.60084 -0.23483
H 2.39499 -1.80529 -0.11348
H 3.45983 -2.77015 0.92532
H 4.30351 -1.81608 3.67377
H 2.53271 -1.68764 3.75201
H 3.54552 -0.30609 4.23657
H 5.84092 -0.12443 1.82954
H 5.01023 1.45555 1.85558
H 5.15333 0.55143 0.32492
O 0.94414 -2.56386 2.53820
C 0.09763 -2.32573 1.70934
C -1.03861 -3.14596 1.35805
C -0.94310 -4.51430 1.08068
C -2.11699 -5.26370 1.05607
C -3.36835 -4.66110 1.29311
C -3.45490 -3.28941 1.52439
C -2.29194 -2.51489 1.61510
P -2.24065 -0.80115 2.27150
C -3.03012 -1.20319 3.81599
C -4.41076 -0.96488 3.97690
C -5.06424 -1.52161 5.07067
C -4.31835 -2.21795 6.03639
C -2.92820 -2.37459 5.91814
C -2.27875 -1.86569 4.80096
C -1.77840 1.06557 2.74352
C -1.14727 1.31101 3.96864
C -0.85047 2.61304 4.38047
C -1.19421 3.70221 3.56870
C -1.82602 3.46844 2.33998
C -2.12530 2.16489 1.93449
H 0.03637 -4.96665 0.89906
H -2.07155 -6.33054 0.83592
H -4.28043 -5.25826 1.26077
H -4.43246 -2.81010 1.65819
H -4.94985 -0.36855 3.23731
H -6.14311 -1.38387 5.19338
H -4.81832 -2.59849 6.92627
H -2.34541 -2.87172 6.69615
H -1.20288 -1.99510 4.67326
H -0.90019 0.47909 4.62829
H -0.36212 2.78527 5.33897
H -0.98544 4.72160 3.89511
H -2.09387 4.31240 1.70124
H -2.63956 2.01326 0.98594
```

=====

3.
Entry from OMol25: an isolated ion of composition C3H8N3 and charge +1 (ωB97M-V/def2-TZVPD).

The calculation puts the highest occupied orbital energy at -0.4851 Eh. The orbital gap comes out at 8.793 eV. The relative energy (zero: lowest compared OMol25 entry of this formula, charge and spin) is 6.303 eV. Its total charge is +1.

Structure (XYZ):
```
14
C3H8N3 (ωB97M-V/def2-TZVPD)
C -1.57074 -0.66219 0.11472
C 0.50910 -0.20357 1.13239
C -0.21931 1.31154 -0.72464
N -0.38268 -1.13622 0.55880
N 0.71426 0.98464 0.32889
N 1.12281 0.68721 -0.98945
H -2.18754 0.16840 0.59700
H -2.03014 -1.26815 -0.81019
H 0.13820 0.23364 2.10324
H 1.49421 -0.64234 1.21001
H -0.29358 2.44371 -1.07167
H 0.01532 -1.90936 0.08530
H 1.07015 -0.25700 -1.18839
H 1.98232 0.99791 -1.32521
```

=====

4.
Entry from OMol25: a 5-piece molecular cluster, H9O5 overall (ωB97M-V/def2-TZVPD).

The calculation puts the highest occupied orbital energy at -0.1749 Eh. The orbital gap comes out at 8.165 eV. The relative energy (zero: lowest compared OMol25 entry of this formula, charge and spin) is 1.448 eV. Its total charge is -1.

Structure (XYZ):
```
14
H9O5 (ωB97M-V/def2-TZVPD)
O 0.33727 0.23117 0.40123
H 0.42728 -0.46987 -0.19970
O -0.09435 -3.93672 -2.93759
H -0.18499 -3.36336 -3.68886
H 0.16131 -3.24142 -2.27749
O 1.88552 1.83302 -1.04783
H 2.62206 2.04992 -0.31588
H 1.20854 1.27315 -0.55064
O -1.63415 2.81134 1.23058
H -0.87316 2.08385 1.17862
H -1.72796 3.01645 2.15653
O -0.59677 -1.12815 2.18927
H -1.25446 -0.55928 2.60449
H -0.27614 -0.60010 1.25725
```

=====

5.
Entry from OMol25: one molecule with the formula C3H6FNO3 (ωB97M-V/def2-TZVPD).

Its SMILES is N[C@](O)(CF)C(=O)O. The calculation puts the highest occupied orbital energy at -0.3663 Eh. The orbital gap comes out at 10.417 eV. The relative energy (zero: lowest compared OMol25 entry of this formula, charge and spin) is 0.990 eV. Its total charge is 0.

Structure (XYZ):
```
14
C3H6FNO3 (ωB97M-V/def2-TZVPD)
C 0.49301 -0.68728 1.14694
C 0.23742 -0.45509 -1.50795
C 0.10871 0.39661 0.18306
N -1.27571 0.83897 0.23833
O -0.48150 -1.46849 1.59341
O 1.63791 -0.95084 1.43050
O 1.11373 1.31457 -0.00821
F 0.09105 0.44050 -2.48658
H 1.19836 -0.92198 -1.77302
H -0.66624 -1.25020 -1.61068
H -1.46215 -1.35879 1.38738
H -1.30325 1.20124 1.12341
H -1.46463 1.57595 -0.40192
H 1.77330 1.32481 0.68531
```

=====

| no. | F_max (eV Å⁻¹) | DFT total energy (eV) |
| --- | --- | --- |
| 1 | 0.64 | -219452.09648 |
| 2 | 3.38 | -72574.73815 |
| 3 | 3.02 | -7698.97495 |
| 4 | 3.85 | -10384.12677 |
| 5 | 5.48 | -13556.74423 |